A structure of composition C34H53BGeN9O2S5Ta. Source: the Open Molecules 2025 dataset; level of theory: ωB97M-V/def2-TZVPD.

Last column: Löwdin charge in e.
CARTESIAN COORDINATES (ANGSTROEM)
Ta1 -0.652333 -0.349019 -0.191879  1.15
C1 -2.049621 -1.268674 4.426429  -0.01
C2 -1.668430 -0.198536 3.404752  -0.54
C3 -1.894346 1.209266 3.951458  -0.01
C4 -2.473457 -0.418076 2.135876  -0.07
N1 -0.230414 -0.355353 3.068980  -0.02
C5 0.762117 -0.410042 4.026858  0.00
C6 1.932512 -0.515820 3.370113  -0.01
N2 1.653945 -0.527355 2.017264  0.03
B1 2.773551 -0.751435 0.976405  -0.54
N3 2.691946 -2.181009 0.369194  0.05
C7 3.885770 -2.855273 0.192596  -0.02
C8 3.610990 -4.156958 0.007573  -0.01
N4 2.238814 -4.307208 0.064815  0.02
C9 1.693068 -3.082511 0.265251  -0.55
S1 -0.031543 -2.804749 0.211552  0.74
C10 1.555984 -5.658298 0.039712  -0.53
C11 0.794368 -5.843293 1.350418  -0.03
C12 2.624192 -6.744205 -0.059541  -0.04
C13 0.643853 -5.764647 -1.177026  -0.04
N5 2.887889 0.394872 -0.084932  0.03
C14 3.717949 1.469413 0.130870  -0.01
C15 3.602352 2.306298 -0.923972  0.00
N6 2.699418 1.747085 -1.801867  0.04
C16 2.266315 0.598867 -1.250982  -0.63
S2 1.068725 -0.500902 -1.874373  0.75
C17 2.388778 2.285902 -3.179865  -0.52
C18 3.213898 3.548533 -3.401636  -0.03
C19 0.909543 2.645770 -3.284939  -0.02
C20 2.792469 1.229150 -4.206985  -0.02
C21 0.321709 -0.432116 1.842412  -0.44
S3 0.097538 1.775213 0.665113  0.82
H1 -3.112913 -1.191802 4.651251  0.10
H2 -1.510314 -1.146921 5.364670  0.09
H3 -1.847383 -2.266715 4.035045  0.10
H4 -2.950472 1.351494 4.181140  0.10
H5 -1.590743 1.961600 3.221180  0.07
H6 -1.327669 1.369352 4.869252  0.09
H7 -3.539787 -0.455463 2.360746  0.12
H8 -2.229486 -1.383994 1.681420  0.06
H9 -2.365377 0.421214 1.433831  0.05
H10 0.552590 -0.365488 5.079607  0.13
H11 2.938610 -0.587913 3.741960  0.13
H12 3.803723 -0.697076 1.584493  0.13
H13 4.831470 -2.347899 0.248529  0.13
H14 4.279527 -4.979828 -0.147352  0.12
H15 1.470680 -5.752658 2.201701  0.10
H16 0.361734 -6.843156 1.366936  0.10
H17 -0.016689 -5.127619 1.463579  0.04
H18 3.307772 -6.731501 0.789528  0.10
H19 3.189958 -6.683974 -0.989573  0.10
H20 2.114092 -7.705781 -0.052312  0.10
H21 -0.197863 -5.083320 -1.116923  0.02
H22 0.253234 -6.780637 -1.231654  0.10
H23 1.196251 -5.564470 -2.096214  0.10
H24 4.333352 1.542349 1.009155  0.14
H25 4.094677 3.238760 -1.118268  0.13
H26 2.966480 4.326113 -2.677983  0.09
H27 2.973556 3.933451 -4.391438  0.11
H28 4.285487 3.348601 -3.379201  0.10
H29 0.674921 3.490360 -2.638865  0.07
H30 0.258736 1.806658 -3.042428  0.04
H31 0.698089 2.942224 -4.312500  0.11
H32 3.832087 0.930663 -4.066209  0.10
H33 2.695038 1.653135 -5.205734  0.10
H34 2.160366 0.343186 -4.163707  0.05
N7 -2.399467 5.782826 5.205732  0.14
C22 -1.859454 5.530955 3.984858  -0.30
C23 -2.626888 5.697363 2.816821  -0.01
C24 -2.087627 5.427757 1.582572  -0.04
C25 -0.769330 4.974774 1.488593  -0.33
C26 0.007273 4.803507 2.636158  -0.06
C27 -0.532441 5.076997 3.870020  -0.01
S4 -0.107976 4.601480 -0.055700  0.62
O1 -0.771351 5.323912 -1.094955  -0.32
O2 1.312486 4.506250 0.016394  -0.27
N8 -0.598209 2.973597 -0.343832  -0.52
C28 -1.671784 2.586878 -1.058514  -0.69
S5 -2.707953 3.648026 -1.924423  1.16
C29 -3.698075 2.295264 -2.326158  -0.34
C30 -3.192180 1.160527 -1.836435  -0.26
N9 -2.000939 1.288267 -1.106252  -0.11
H35 -3.271075 6.279968 5.265849  0.11
H36 -1.796175 5.861193 6.005760  0.11
H37 -3.641729 6.065733 2.894395  0.12
H38 -2.670248 5.590945 0.685301  0.11
H39 1.034259 4.476133 2.544985  0.12
H40 0.071269 4.965279 4.761704  0.12
H41 -4.593179 2.413173 -2.914005  0.09
H42 -3.644257 0.198737 -1.969339  0.06
C31 -1.692202 -0.504809 -4.158193  -0.21
Ge1 -2.285857 -1.901712 -2.919500  0.76
C32 -1.124311 -3.441927 -3.184316  -0.22
C33 -4.148566 -2.337144 -3.302301  -0.20
C34 -2.323789 -1.494309 -0.907392  -0.52
H43 -1.734016 -0.965211 -5.147650  0.04
H44 -0.665497 -0.188160 -3.986137  -0.03
H45 -2.335437 0.372096 -4.171097  0.01
H46 -1.062944 -3.674463 -4.247859  0.04
H47 -1.512582 -4.316539 -2.664491  0.02
H48 -0.117177 -3.240049 -2.819105  -0.01
H49 -4.239219 -2.685463 -4.331531  0.03
H50 -4.805132 -1.474072 -3.184720  0.02
H51 -4.497451 -3.126836 -2.637511  0.03
H52 -2.337648 -2.511080 -0.501150  -0.03
H53 -3.314393 -1.087672 -0.699834  0.00

Forces on atoms 1 to 6 (eV/Å):
0.19 -0.33 -0.18
0.01 0.01 -0.01
-0.05 0.00 -0.01
0.01 0.00 -0.01
-0.04 -0.03 -0.02
0.06 -0.03 -0.03

Output
F_max   0.42 eV Å⁻¹
Electronic energy   -166537.5659 eV
Energy above the lowest of the compared OMol25 structures with the same formula, charge and spin   25.8 kcal/mol
Net charge   +2
Kohn-Sham gap   6.77 eV

---

A structure of composition C34H53BeBr4CaCl3FKN2O9PS in a non-equilibrium geometry. Source: the Open Molecules 2025 dataset; level of theory: ωB97M-V/def2-TZVPD.

Last column: Löwdin charge in e.
CARTESIAN COORDINATES (ANGSTROEM)
C1 -1.489552 -4.255251 4.432064  -0.10
C2 -1.444637 -2.789652 4.845604  -0.25
O1 -1.510664 -1.991414 3.698599  -0.08
C3 -1.333956 -0.607106 3.937226  -0.35
C4 -2.689922 0.003697 3.695871  -0.06
C5 -2.727838 1.471015 3.804599  -0.49
C6 -3.714414 2.075446 2.892384  -0.23
N1 -2.000371 2.072169 4.643535  0.20
O2 -0.221441 -0.020900 3.351403  0.00
C7 0.186953 -0.219390 1.986784  -0.41
C8 1.334458 -1.213846 1.839840  -0.12
C9 1.203652 -2.551879 2.541023  -0.23
C10 1.577908 -2.481087 4.015889  -0.51
Br1 3.503989 -2.852418 4.229004  0.62
C11 -0.849988 -0.482179 0.918611  -0.22
O3 -1.207320 -1.814327 0.690896  -0.06
C12 -1.907986 -1.955221 -0.530261  -0.52
O4 -2.156060 -0.689766 -1.106740  0.00
C13 -3.273671 -0.243178 -1.756532  -0.46
O5 -3.753280 0.743269 -1.313680  0.01
C14 -3.736493 -0.806212 -3.042994  -0.14
C15 -4.915100 -1.562206 -3.137047  -0.03
C16 -5.359772 -2.035157 -4.378650  -0.06
C17 -4.647693 -1.748870 -5.550279  -0.07
C18 -3.464261 -0.996018 -5.455950  -0.06
C19 -3.018031 -0.525878 -4.214858  -0.03
C20 -1.037794 -2.780805 -1.468098  -0.17
C21 -0.565539 -4.032494 -1.110607  -0.05
C22 0.187895 -4.761975 -2.005449  -0.14
N2 0.547801 -4.342568 -3.219379  0.08
C23 0.120261 -3.122872 -3.525989  -0.12
C24 -0.670262 -2.330012 -2.713692  0.00
P1 -3.520333 -2.875919 -0.221295  1.05
C25 -4.553697 -1.912886 0.933471  -0.26
C26 -3.139131 -4.406695 0.709092  -0.28
C27 0.755802 1.150360 1.533133  -0.50
Br2 -0.761467 2.366171 1.175150  0.76
C28 1.740465 1.070515 0.321604  -0.68
C29 3.178682 1.260468 0.728589  -0.14
Br3 1.389203 2.550825 -0.952925  0.66
H1 -2.162818 -4.765263 5.104860  -0.04
H2 -1.734108 -4.396755 3.385921  0.07
H3 -0.512713 -4.693915 4.584701  0.08
H4 -2.306035 -2.579559 5.481125  0.13
H5 -0.577117 -2.605795 5.469352  0.11
H6 -1.177833 -0.478632 5.001267  0.16
H7 -3.293499 -0.360488 4.523731  0.14
H8 -3.164485 -0.375665 2.806157  0.11
H9 -3.727906 3.146466 3.121079  -0.04
H10 -3.505080 1.858851 1.841832  -0.02
H11 -4.720996 1.720642 3.123367  0.08
H12 -2.172877 3.078292 4.649864  0.05
H13 2.211206 -0.751169 2.281662  0.11
H14 1.475926 -1.427648 0.776695  0.02
H15 1.941159 -3.188954 2.071460  0.10
H16 0.251700 -3.038310 2.388524  0.10
H17 1.091821 -3.269785 4.564066  0.03
H18 1.421544 -1.508900 4.448980  0.07
H19 -0.359124 -0.137299 0.015944  0.11
H20 -1.732742 0.130697 1.018236  0.07
H21 -5.498533 -1.774990 -2.259488  0.09
H22 -6.269777 -2.607151 -4.422347  0.10
H23 -5.008166 -2.103310 -6.496981  0.10
H24 -2.904260 -0.762118 -6.344607  0.10
H25 -2.115153 0.058965 -4.193888  0.12
H26 -0.760118 -4.442610 -0.143936  0.08
H27 0.528674 -5.742305 -1.715958  0.10
H28 0.417111 -2.735951 -4.486504  0.11
H29 -0.965585 -1.365536 -3.053266  0.09
H30 -4.401157 -0.843824 0.861334  0.00
H31 -5.582968 -2.086993 0.652087  0.04
H32 -4.433615 -2.247915 1.961090  0.03
H33 -2.214007 -4.279041 1.258587  0.00
H34 -3.964735 -4.583956 1.389296  0.02
H35 -3.019689 -5.252620 0.053672  0.04
H36 1.291626 1.568240 2.371848  0.11
H37 1.598565 0.196683 -0.303292  0.07
H38 3.345673 2.231248 1.172657  0.08
H39 3.771266 1.239331 -0.174715  0.06
H40 3.548312 0.457154 1.348949  0.08
Cl1 -5.630067 1.766170 0.296475  -0.27
Ca1 -3.347110 4.559027 1.850749  1.56
F1 1.123046 -1.865251 -0.479795  -0.35
Be1 4.386139 -3.086427 6.614595  0.25
C30 5.180739 4.606447 -2.784515  -0.24
C31 6.323070 4.377730 -3.776950  -0.25
C32 7.517825 3.831761 -2.976718  -0.21
S1 6.809675 2.963319 -1.564938  0.66
O6 7.172461 3.656059 -0.349043  -0.33
O7 7.029613 1.545902 -1.698419  -0.33
C33 5.107349 3.347216 -1.938803  -0.25
H41 4.235863 4.788720 -3.295682  0.09
H42 5.397303 5.467658 -2.155638  0.08
H43 6.013651 3.649220 -4.528274  0.08
H44 6.583313 5.292820 -4.300298  0.08
H45 8.123052 3.132979 -3.547561  0.10
H46 8.145264 4.632086 -2.589964  0.10
H47 4.552994 3.483956 -1.013067  0.07
H48 4.692990 2.512051 -2.504617  0.11
O8 -5.479989 1.508888 5.417493  -0.29
H49 -4.581178 1.351630 5.106685  -0.14
C34 3.514178 5.330169 -6.609331  -1.09
Cl2 3.408073 3.703610 -5.901711  0.52
Cl3 5.215540 5.846785 -6.710031  0.55
H50 3.085658 5.304579 -7.598715  -0.01
H51 2.979128 6.017093 -5.973890  -0.02
O9 4.753190 6.569837 -0.505649  -0.05
H52 5.029852 5.990153 0.213075  0.05
H53 5.047518 7.444326 -0.232397  0.05
Br4 0.608488 4.803229 -6.483646  0.07
K1 -3.663512 -6.167613 4.667268  1.00

Forces on atoms 1 to 6 (eV/Å):
0.73 0.27 0.38
-0.82 -0.12 0.06
0.69 -0.18 -0.46
-0.32 -0.05 0.67
0.02 -0.45 -0.02
0.37 0.51 0.01

Output
F_max   2.65 eV Å⁻¹
Electronic energy   -433245.3175 eV
Net charge   +1
Kohn-Sham gap   1.05 eV